Record 1
Entry from OMol25: a molecular structure, C30H79F3N5O23 at a distorted geometry (ωB97M-V with the def2-TZVPD basis set).

Structure (XYZ):
```
140
Properties=species:S:1:pos:R:3:mulliken_charge:R:1
C -1.309 1.133 0.338 -0.8684
O -0.480 0.327 1.165 -0.0478
O -0.824 2.381 0.224 -1.3524
C -1.680 0.385 -0.948 0.1479
F -1.750 -0.947 -0.753 -0.2218
F -2.923 0.746 -1.329 -0.3898
F -0.839 0.580 -1.961 1.4035
C 0.759 -0.181 0.729 3.3862
C 1.107 -1.244 1.741 -2.0493
H 1.983 -1.822 1.446 0.3123
H 1.192 -0.878 2.765 -0.0606
H 0.256 -1.934 1.795 0.0192
H 1.537 0.587 0.650 -0.5824
H 0.738 -0.602 -0.287 -0.4319
H -2.218 1.159 0.958 0.1883
C -0.528 0.148 4.033 1.8024
C -0.787 -0.396 5.436 -1.5240
O 0.438 -0.815 6.026 -0.9451
O 0.424 1.196 4.041 -0.7313
H -1.470 0.506 3.589 0.2577
H -0.190 -0.701 3.424 -0.6979
H -1.493 -1.217 5.386 0.4954
H -1.164 0.436 6.040 0.3965
H 0.941 -0.029 6.249 0.3873
H 0.712 1.257 3.112 -0.4865
C -1.736 -2.081 -5.590 -0.7195
C -1.134 -1.131 -4.588 0.5841
O -0.437 -1.870 -3.598 -0.4982
O -2.790 -2.884 -5.096 -0.5709
H -0.974 -2.738 -6.012 0.4600
H -2.100 -1.474 -6.436 0.1424
H -1.909 -0.479 -4.153 -0.2699
H -0.424 -0.460 -5.093 0.1989
H 0.211 -1.311 -3.146 0.0592
H -3.387 -2.302 -4.602 0.2671
C 4.940 1.651 -0.902 0.4893
C 5.238 1.330 0.547 -0.7995
O 3.973 1.211 1.244 -0.1589
O 4.197 2.823 -1.083 -0.6525
H 4.365 0.788 -1.274 -0.6238
H 5.850 1.651 -1.516 0.5661
H 5.770 2.196 0.967 0.3127
H 5.818 0.428 0.739 0.4157
H 3.840 2.096 1.596 -0.0641
H 3.249 2.564 -1.060 -0.0342
C -2.294 2.312 -4.754 0.8324
C -2.964 1.727 -5.974 -0.5444
O -1.997 1.046 -6.776 -0.5455
O -3.143 3.162 -4.014 -0.6719
H -1.407 2.886 -5.048 0.0303
H -1.919 1.451 -4.186 -0.5007
H -3.478 2.485 -6.580 0.4091
H -3.749 1.009 -5.703 0.2394
H -2.411 0.800 -7.604 0.2913
H -2.486 3.552 -3.407 0.4220
C -4.360 4.338 1.179 -0.4538
C -4.893 2.918 1.008 0.0035
O -4.752 2.103 2.158 -0.4293
O -5.139 5.190 2.009 -0.5526
H -4.267 4.787 0.191 0.3296
H -3.352 4.294 1.612 0.3066
H -4.325 2.540 0.157 0.0206
H -5.937 2.960 0.675 0.2659
H -5.152 2.573 2.896 0.2750
H -5.249 4.842 2.895 0.3122
C 1.945 4.027 1.389 -0.1865
C 0.976 5.199 1.373 -0.8318
O -0.068 5.039 0.431 -0.5264
O 1.380 2.797 1.784 0.0163
H 2.875 4.219 1.928 0.4923
H 2.296 3.899 0.347 -0.0946
H 1.492 6.140 1.178 0.4260
H 0.506 5.257 2.366 0.2728
H -0.290 4.092 0.397 0.5776
H 0.551 2.582 1.283 -0.0661
C 0.594 3.712 -2.861 -0.9409
C 1.319 2.370 -2.835 0.2893
O 1.625 1.983 -1.521 1.2863
O -0.752 3.566 -2.476 -0.5424
H 0.605 4.150 -3.864 0.4520
H 1.116 4.447 -2.236 0.2066
H 2.225 2.485 -3.430 0.5081
H 0.676 1.669 -3.375 -0.5213
H 0.821 2.034 -0.956 -0.4177
H -0.770 3.190 -1.577 0.1091
C 4.178 -2.853 3.978 -0.1571
C 3.323 -3.718 3.044 0.2154
O 3.991 -3.863 1.820 -0.5374
O 5.477 -3.397 4.092 -0.5951
H 3.750 -2.976 4.969 0.2489
H 4.122 -1.812 3.663 0.0178
H 2.350 -3.225 2.971 -0.1346
H 3.185 -4.653 3.599 0.3871
H 3.521 -4.508 1.255 0.3088
H 5.826 -3.537 3.205 0.3554
O 2.013 -0.600 -2.946 -0.5176
C 3.063 -1.119 -2.630 0.4447
N 3.350 -1.475 -1.348 0.0330
C 4.238 -1.250 -3.596 -1.4109
H 4.282 -1.636 -1.027 0.2131
H 2.598 -1.364 -0.686 -0.1865
H 3.810 -0.954 -4.555 0.3166
H 4.530 -2.294 -3.694 0.4029
H 5.042 -0.583 -3.300 0.3061
O 2.824 -0.672 5.793 -0.5568
C 2.318 0.415 5.550 0.6279
N 1.356 0.975 6.379 -0.7622
C 2.562 1.129 4.257 -0.6742
H 1.268 0.324 7.153 0.4321
H 0.596 1.371 5.838 0.5310
H 2.453 2.209 4.289 0.5389
H 1.880 0.728 3.500 0.6014
H 3.528 0.829 3.850 0.3952
O -5.261 -1.444 -3.826 -0.7143
C -5.374 -1.627 -2.612 0.5807
N -6.410 -1.082 -1.931 -0.4077
C -4.492 -2.583 -1.854 0.1034
H -6.401 -1.060 -0.928 0.1851
H -7.103 -0.561 -2.435 0.2439
H -4.894 -2.864 -0.882 0.3854
H -3.574 -2.025 -1.642 -0.5485
H -4.217 -3.454 -2.438 0.3450
O -2.941 -4.134 0.284 -0.6858
C -2.598 -3.310 1.111 0.2310
N -1.974 -3.735 2.240 -0.1717
C -2.728 -1.822 0.946 0.9750
H -2.003 -4.716 2.455 0.3349
H -1.725 -3.104 2.981 0.0567
H -2.083 -1.220 1.578 -1.0399
H -3.740 -1.586 1.297 0.6536
H -2.613 -1.557 -0.098 -0.3747
O 2.362 -5.864 0.673 -0.7759
C 1.403 -5.716 -0.091 0.3385
N 1.199 -6.525 -1.133 -0.3531
C 0.376 -4.635 0.171 0.0031
H 1.903 -7.173 -1.435 0.2594
H 0.337 -6.486 -1.647 0.2257
H 0.781 -3.627 0.153 -0.3266
H 0.024 -4.815 1.185 0.1066
H -0.530 -4.684 -0.435 0.4667
```

Output
Lowest unoccupied orbital energy   1.9893 eV
Net charge   -1
Molecular weight   935.0 g/mol
Orbital gap   9.20 eV
Maximum force   0.19494 Eh/bohr


Record 2
Entry from OMol25: 3 unconnected molecules or ions with the total composition C20H21F6NO7S (ωB97M-V with the def2-TZVPD basis set).

Structure (XYZ):
```
56
Properties=species:S:1:pos:R:3:mulliken_charge:R:1
O -2.099 -1.410 -0.739 -0.5804
S -0.823 -0.920 -1.097 1.0253
O 0.347 -1.333 -0.416 -0.4516
F -0.581 -1.354 -2.597 -0.3137
N -0.850 0.700 -1.217 0.1734
C -2.207 1.297 -1.337 -0.4187
C -2.961 1.028 -2.631 -0.0727
C -4.308 1.742 -2.601 -0.5364
O -5.014 1.618 -3.825 -0.5450
C 0.155 1.313 -2.107 -0.9700
C 1.590 0.934 -1.755 -0.3857
C 2.577 1.890 -2.419 -1.1196
C 3.992 1.706 -1.927 0.7750
F 4.081 1.974 -0.609 -0.2716
F 4.802 2.579 -2.568 -0.3324
C 4.589 0.289 -2.146 0.5706
F 5.920 0.327 -2.187 -0.2773
F 4.149 -0.224 -3.308 -0.2911
F 4.215 -0.535 -1.161 -0.0735
H -2.041 2.372 -1.245 0.6059
H -2.791 0.966 -0.483 -0.4122
H -3.142 -0.039 -2.769 0.2135
H -2.396 1.396 -3.495 0.4041
H -4.947 1.303 -1.834 0.2037
H -4.169 2.801 -2.348 0.3474
H -4.405 1.781 -4.552 0.3358
H 0.047 2.388 -1.950 0.5135
H -0.073 1.104 -3.156 0.3084
H 1.700 0.992 -0.670 0.3750
H 1.811 -0.091 -2.050 0.4447
H 2.323 2.929 -2.197 0.4931
H 2.596 1.749 -3.501 0.3456
O 3.784 -0.147 2.073 -0.5583
C 3.805 -1.360 2.099 0.3899
C 4.719 -2.093 3.013 -0.4520
C 4.738 -3.422 3.045 -0.4002
C 3.847 -4.228 2.170 0.2611
O 3.867 -5.440 2.204 -0.5531
C 2.937 -3.493 1.257 -0.3216
C 2.918 -2.163 1.222 -0.2054
H 5.356 -1.483 3.642 0.4210
H 5.392 -3.982 3.701 0.4129
H 2.298 -4.099 0.627 0.4609
H 2.263 -1.609 0.565 0.5823
O -4.497 0.999 0.970 -0.4877
C -4.271 0.626 2.104 0.3791
C -5.167 0.995 3.226 -0.4430
C -4.916 0.591 4.467 -0.4184
C -3.729 -0.248 4.781 0.2716
O -3.502 -0.615 5.912 -0.5396
C -2.835 -0.619 3.653 -0.4131
C -3.087 -0.215 2.412 -0.1628
H -6.024 1.605 2.970 0.4306
H -5.551 0.846 5.306 0.4047
H -1.980 -1.233 3.905 0.4645
H -2.455 -0.482 1.574 0.3933
```

Output
Lowest unoccupied orbital energy   -1.6674 eV
Net charge   0
Molecular weight   533.4 g/mol
SMILES string   O=S(=O)(F)N(CCCO)CCCC(F)(F)C(F)(F)F.O=C1C=CC(=O)C=C1.O=C1C=CC(=O)C=C1
Orbital gap   8.40 eV
Maximum force   0.01374 Eh/bohr


How do the records compare in E_tot? In the order shown, they have -3494.14393; -2353.48534 a.u..